Computed, not measured: a cluster of 2 separate species, H6N2 in total, with wB97M-V/def2-TZVPD.

Values from the calculation:
**SMILES string**: N.N
**DFT total energy**: -3077.607 eV
**Energy relative to the best compared isomer or geometry (same formula, charge and spin)**: 2.7 kcal/mol
**Total charge**: 0
**Kohn-Sham gap**: 11.02 eV

Cartesian coordinates (Å):
N 1.76758 -1.85415 -0.62656
H 1.46586 -0.90220 -0.82568
H 0.90121 -2.37132 -0.49168
H 2.15283 -1.78194 0.31588
N -1.74362 1.77251 0.45494
H -1.89246 1.00571 1.09473
H -0.76997 2.05714 0.47499
H -2.31477 2.55301 0.74439

Computed, not measured: a structure of composition C28H22IN5O4ReS at a distorted geometry, with wB97M-V/def2-TZVPD.

Values from the calculation:
**2S+1**: 2
**DFT total energy**: -66085.082 eV
**Energy relative to the best compared isomer or geometry (same formula, charge and spin)**: 24.9 kcal/mol
**Total charge**: +2
**Kohn-Sham gap (alpha / beta)**: 4.70 / 5.89 eV
**<S²>**: 0.9425

Cartesian coordinates (Å):
Re 0.34248 0.01951 0.63749
C -0.83162 -1.87572 -3.55591
C -1.56615 -0.64068 -3.17651
N -2.41270 -0.10281 -3.99081
C -3.08864 1.00309 -3.71842
C -2.89109 1.70222 -2.54324
C -3.74488 2.92469 -2.26128
O -4.29403 2.89804 -0.95915
C -1.94851 1.20343 -1.60121
C -1.73490 1.95733 -0.40944
N -1.04330 1.70723 0.66571
C -1.06327 2.65988 1.70831
C -1.99126 3.71714 1.73701
C -1.93010 4.72753 2.67444
C -0.96469 4.70946 3.66542
C -0.09338 3.63643 3.73069
C -0.15668 2.63559 2.77605
I 1.22441 1.00212 3.05945
C -1.29198 -0.03244 -1.88912
O -0.48235 -0.62553 -1.10788
H -1.24801 -2.29853 -4.46534
H -0.88462 -2.60407 -2.74852
H 0.22071 -1.64304 -3.72246
H -3.80011 1.31742 -4.46660
H -4.52284 3.00715 -3.02265
H -3.12179 3.82668 -2.33329
H -5.23374 2.70045 -0.99745
H -2.26404 2.89793 -0.44276
H -2.79510 3.75577 1.01949
H -2.64650 5.53182 2.62559
H -0.90047 5.50165 4.39347
H 0.63116 3.57560 4.52767
O 7.42489 -1.91083 -1.88683
C 6.71346 -2.88914 -1.35263
O 7.14530 -4.00088 -1.23991
C 5.31746 -2.57080 -0.86598
C 4.70205 -3.53479 -0.06729
C 3.44363 -3.33318 0.45321
C 2.74166 -2.15029 0.17113
C 3.34903 -1.20731 -0.66438
C 4.61674 -1.40992 -1.17472
N 1.46560 -1.88538 0.67619
C 0.76688 -2.82345 1.22408
C -0.54513 -2.55431 1.74717
C -1.33697 -3.55555 2.31276
C -2.60654 -3.23698 2.76525
C -3.03690 -1.92065 2.65165
C -2.18829 -0.98333 2.08727
N -0.97502 -1.27857 1.63307
H 6.99887 -1.04502 -1.90310
H 5.23588 -4.44878 0.13443
H 3.02724 -4.09671 1.08965
H 2.81434 -0.30817 -0.92989
H 5.02845 -0.65655 -1.83066
H 1.12314 -3.84268 1.30710
H -0.96202 -4.56469 2.37660
H -3.24337 -3.99667 3.18912
H -4.01569 -1.62553 2.99151
H -2.50838 0.04505 1.98901
S 2.60143 3.46949 -1.55987
C 1.95985 2.22847 -0.83654
N 1.47038 1.29186 -0.29615

Computed, not measured: a cluster of 2 separate species, C3H5FOS in total at a distorted geometry, with wB97M-V/def2-TZVPD.

Values from the calculation:
**DFT total energy**: -18788.279 eV
**Energy relative to the best compared isomer or geometry (same formula, charge and spin)**: 83.5 kcal/mol
**Total charge**: 0
**Kohn-Sham gap (alpha / beta)**: 8.74 / 7.73 eV

Cartesian coordinates (Å):
C -1.82385 -1.31022 -1.11196
C -1.69704 -0.85282 0.12244
C 0.97679 0.98192 1.04161
O -2.23318 1.56787 -0.63413
F -1.36000 -1.63887 1.16146
S -1.95140 0.85209 0.61199
H -2.09733 -0.61615 -1.88572
H -1.66824 -2.34242 -1.37148
H 1.12969 1.64531 0.21835
H 1.11859 -0.06723 0.90644
H 0.93277 1.38291 2.03157